No. 1
DFT (ωB97M-V/def2-TZVPD) results for an isolated molecule of C4H11N3O in a non-equilibrium geometry.

XYZ file:
```
19
Properties=species:S:1:pos:R:3:lowdin_charge:R:1
H 1.1177 0.3992 -0.4310 0.1057
C -1.5066 0.4848 -0.4245 -0.1475
C 1.6244 -1.4643 0.6973 -0.2734
H -0.0125 3.2535 -1.5401 0.1048
N 0.9331 -2.7139 0.6635 -0.0136
H -0.6486 1.9173 -2.4056 0.0873
H 0.5077 -3.0429 1.5092 0.0603
H -1.0806 -0.8333 1.0395 0.1060
H 2.1044 -1.3226 1.6694 0.1009
C -1.0317 1.9258 -0.4011 -0.5461
H 0.9419 0.4808 1.3238 0.1047
H -1.7323 0.1422 -1.4325 0.1057
O -1.0922 2.5892 0.6127 0.0556
H 2.4936 -1.4540 0.0286 0.0967
C 0.7879 -0.1525 0.4447 -0.2088
H 0.3361 -2.8189 -0.1401 0.0631
N -0.6110 -0.4539 0.2392 -0.0778
H -2.4259 0.5399 0.1517 0.1240
N -0.7054 2.5238 -1.6048 0.1524
```

Computed properties:
**LUMO level**: 0.817 eV
**Energy above the lowest of the compared OMol25 structures with the same formula, charge and spin**: 134.6 kJ/mol
**Total charge**: 0
**SMILES**: NCCNCC(N)=O

No. 2
DFT (ωB97M-V/def2-TZVPD) results for a structure of composition C4H11N3O2 in a non-equilibrium geometry.

XYZ file:
```
20
Properties=species:S:1:pos:R:3:lowdin_charge:R:1
H -3.0666 0.0302 -1.1988 0.0424
N -0.2319 -0.0731 -0.5918 -0.1793
C -2.3300 0.7654 -1.6290 -0.1077
N 2.0175 0.4940 -0.4637 0.0601
H -0.0325 -2.3390 1.5412 0.0168
H -2.7183 1.8310 -1.8955 0.0762
H -0.8227 -1.9061 -1.3041 0.0568
H -2.1894 0.3240 0.6060 0.1192
O 0.4599 0.4876 1.5383 0.0038
H 1.0283 1.0656 2.0505 0.1125
C -0.3578 -1.5041 -0.4838 -0.2594
C -1.4343 0.8236 -0.2608 -0.2053
C -0.9179 -2.0968 0.8985 -0.1025
O 2.6584 1.2144 0.2513 -0.0517
H -1.4956 -1.1304 2.0162 0.1859
H -1.5311 -3.1315 1.0943 0.0847
H -0.9660 1.8101 0.1666 0.1310
H 0.7100 -1.9411 -0.5915 0.1399
N 0.7923 0.1203 0.2847 -0.2782
H -1.6690 0.0537 -2.5550 0.1549
```

Computed properties:
**LUMO level**: 0.507 eV
**Energy above the lowest of the compared OMol25 structures with the same formula, charge and spin**: 1141.8 kJ/mol
**Total charge**: 0

No. 3
DFT (ωB97M-V/def2-TZVPD) results for a cluster of 2 separate species, C4H11N3O2 in total in a non-equilibrium geometry.

XYZ file:
```
20
Properties=species:S:1:pos:R:3:lowdin_charge:R:1
H -0.7599 2.9725 -0.4015 0.0789
C 1.1264 1.1459 -0.2451 -0.5704
H 1.2490 0.1772 1.5812 0.0795
H 0.3619 4.2197 0.5007 0.0823
H 0.2396 3.9166 -1.2205 0.0789
H -2.8561 -3.3494 0.8310 0.0909
C -2.1089 -2.7895 0.2787 -0.0060
H 0.2568 1.2648 -1.9078 0.0408
H 2.1971 -0.5085 0.4415 0.0713
H -0.1718 -1.9615 -0.8392 0.0729
H 2.1156 2.7802 0.5051 0.1219
N 1.2802 2.4774 0.0511 -0.0209
O 0.1825 -2.8058 -0.5215 0.0858
N 0.5614 0.5674 -1.2288 0.1245
C -0.7521 -3.3661 0.2856 -0.5932
H -2.0455 -1.9453 1.0069 0.1038
C 0.2192 3.4110 -0.2192 -0.1144
N 1.7700 0.3472 0.7372 0.0927
O -0.4561 -4.3000 0.9871 0.0924
H -2.4093 -2.2539 -0.6225 0.0883
```

Computed properties:
**LUMO level**: 0.576 eV
**Energy above the lowest of the compared OMol25 structures with the same formula, charge and spin**: 136.3 kJ/mol
**Total charge**: 0
**SMILES**: [H]/N=C(/N)NC.CC(=O)O

No. 4
DFT (ωB97M-V/def2-TZVPD) results for a cluster of 2 separate species, C4H11N3O2 in total in a non-equilibrium geometry.

XYZ file:
```
20
Properties=species:S:1:pos:R:3:lowdin_charge:R:1
O -1.0981 -1.8544 -0.4522 0.0502
H 1.3647 1.8350 2.1257 0.1160
C -1.8552 -1.6748 -1.5412 -0.5764
N 1.0886 0.8891 1.8975 -0.0025
N 2.9469 0.8709 0.4186 0.1221
H -0.2132 -1.4823 -0.2194 0.0337
H 3.1207 1.8488 0.3040 0.0846
H 1.6537 -1.1600 -0.4918 0.0728
C -0.3863 0.9390 1.7589 -0.0789
C 1.7653 0.2756 0.8587 -0.5559
C -2.0271 -0.2936 -2.1574 0.0110
H -0.7197 0.9537 2.8080 0.0834
N 1.3134 -0.8151 0.3970 0.1028
H -0.8153 0.2010 1.0949 0.0538
H -0.7876 1.9025 1.4137 0.0754
H -2.1955 0.4125 -1.3364 0.0825
H 3.6894 0.1912 0.4109 0.0921
O -2.6566 -2.5564 -1.7315 0.0785
H -2.9410 -0.4870 -2.7063 0.0778
H -1.2472 0.0041 -2.8518 0.0769
```

Computed properties:
**LUMO level**: 0.442 eV
**Energy above the lowest of the compared OMol25 structures with the same formula, charge and spin**: 163.1 kJ/mol
**Total charge**: 0
**SMILES**: [H]/N=C(\N)NC.CC(=O)O

No. 5
DFT (ωB97M-V/def2-TZVPD) results for a cluster of 2 separate species, C4H11N3O2 in total in a non-equilibrium geometry.

XYZ file:
```
20
Properties=species:S:1:pos:R:3:lowdin_charge:R:1
O -2.0505 -2.4911 0.5739 0.0718
O -1.0995 -0.9160 -0.4536 0.0804
H 0.5122 0.5540 -1.3055 0.1008
N 0.5266 1.6312 0.9860 0.1254
N 1.4868 0.7222 -0.9598 -0.0702
C 1.7277 1.4233 0.2242 -0.5493
C -3.1042 -0.3212 0.4716 -0.0055
H 2.4244 -0.8872 -0.2435 0.0352
H -3.5879 0.2299 -0.4343 0.1481
H 2.8025 -0.7149 -1.8191 0.0808
H -2.7022 0.4978 1.1033 0.1079
H 1.0241 -1.3538 -1.3626 0.0932
H -3.9602 -0.7211 1.1365 0.1303
H 3.8523 1.5509 -0.1171 0.0954
H 0.4353 2.5716 1.3854 0.1039
N 2.9598 1.8041 0.5247 0.0514
H -0.0652 0.9143 0.7694 0.0058
C 1.9273 -0.6749 -1.1180 -0.1181
H -1.0665 -2.6652 0.4330 0.1487
C -2.0431 -1.1539 0.2058 -0.6360
```

Computed properties:
**LUMO level**: 0.447 eV
**Energy above the lowest of the compared OMol25 structures with the same formula, charge and spin**: 321.6 kJ/mol
**Total charge**: 0
**SMILES**: [H]/N=C(/N)NC.CC(=O)O

No. 6
DFT (ωB97M-V/def2-TZVPD) results for a cluster of 2 separate species, C4H11N3O2 in total in a non-equilibrium geometry.

XYZ file:
```
20
Properties=species:S:1:pos:R:3:lowdin_charge:R:1
H 0.2776 -1.7443 -1.9738 0.0730
H -1.2555 4.3520 -0.4239 0.1642
O -0.5408 2.5457 -1.7645 0.0837
H 1.8472 -2.0124 -1.2603 0.0604
N -1.8798 -2.0748 -0.1169 0.1113
H 0.9396 1.2783 -0.4458 0.0721
C -0.8496 -1.7364 0.5517 -0.5651
H 2.1841 2.6941 -0.6307 0.0923
H 1.2646 2.4101 0.8995 0.0878
C 1.2493 2.2991 -0.1983 0.0103
N 0.4397 -1.5263 0.1314 -0.0522
H -2.6443 -2.4116 0.4387 0.0291
N -0.9453 -1.2914 1.9359 0.0834
C 0.8053 -2.1838 -1.1349 -0.0833
C 0.0748 3.0103 -0.8362 -0.5966
H -1.8795 -1.2172 2.3105 0.0726
H 1.1502 -1.4816 0.8420 0.1164
H 0.4213 -3.2478 -0.8853 0.1092
H -0.2227 -1.5824 2.5655 0.0596
O -0.4362 3.9202 -0.0047 0.0719
```

Computed properties:
**LUMO level**: 0.683 eV
**Energy above the lowest of the compared OMol25 structures with the same formula, charge and spin**: 153.3 kJ/mol
**Total charge**: 0
**SMILES**: [H]/N=C(\N)NC.CC(=O)O

No. 7
DFT (ωB97M-V/def2-TZVPD) results for a cluster of 2 separate species, C4H11N3O2 in total in a non-equilibrium geometry.

XYZ file:
```
20
Properties=species:S:1:pos:R:3:lowdin_charge:R:1
C -2.3727 -3.4239 0.4843 0.0115
O -1.5250 -1.5766 -0.8900 0.0717
H -2.2144 -4.1837 -0.2955 0.0913
H -0.5724 1.8260 -1.9814 0.0881
H 2.9310 3.6692 -0.2113 0.0863
H -3.3766 -3.3504 0.7993 0.0717
H 1.4289 0.0280 1.0481 0.1271
H -0.1782 -0.1408 0.7505 0.0798
N -0.2685 1.0485 -1.3404 0.0681
O -1.9770 -1.3345 1.2223 0.0592
N 1.6930 2.0725 -0.6595 -0.0464
H 2.4384 2.6471 1.2199 0.0475
H -1.8910 -3.7127 1.3673 0.0646
C 2.7139 2.6473 0.1977 -0.1119
C 0.5400 1.2744 -0.3680 -0.5423
H -1.1409 -0.5292 -0.9498 0.1479
C -1.9608 -1.9968 0.2361 -0.6785
H 1.4373 2.5071 -1.5294 0.1044
N 0.5856 0.5976 0.8202 0.1349
H 3.7094 1.9308 0.0795 0.1248
```

Computed properties:
**LUMO level**: 0.691 eV
**Energy above the lowest of the compared OMol25 structures with the same formula, charge and spin**: 177.4 kJ/mol
**Total charge**: 0
**SMILES**: [H]/N=C(/N)NC.CC(=O)O

No. 8
DFT (ωB97M-V/def2-TZVPD) results for a cluster of 2 separate species, C4H11N3O2 in total in a non-equilibrium geometry.

XYZ file:
```
20
Properties=species:S:1:pos:R:3:lowdin_charge:R:1
N -1.8328 -1.6153 1.7803 0.0941
H -0.4697 -0.1239 -2.0684 0.1007
H -2.6695 -1.7797 1.2227 0.0315
C 1.6299 -1.0776 1.6778 -0.0804
H 1.8727 -1.2609 2.7299 0.0819
C 0.1715 3.0307 -1.8827 -0.0018
O -0.0119 0.6895 -2.3812 0.0750
N 0.2502 -0.6241 1.6033 -0.0069
N -0.5813 -2.0861 -0.1277 0.0931
H -0.0127 -2.8899 -0.2236 0.0674
O -1.0379 1.6041 -0.5140 0.0972
H 2.3095 -0.2447 1.6067 0.0652
C -0.7455 -1.4116 1.0939 -0.5638
H 1.2042 3.0427 -2.1754 0.0691
H 0.2124 3.5179 -0.8537 0.1106
H -1.2757 -1.9964 -0.8410 0.0715
H -0.4050 3.6296 -2.5762 0.0837
H 1.8993 -1.8487 0.9919 0.0693
C -0.3647 1.6842 -1.4975 -0.5695
H -0.1430 -0.2398 2.4350 0.1121
```

Computed properties:
**LUMO level**: 0.620 eV
**Energy above the lowest of the compared OMol25 structures with the same formula, charge and spin**: 195.9 kJ/mol
**Total charge**: 0
**SMILES**: [H]/N=C(\N)NC.CC(=O)O

No. 9
DFT (ωB97M-V/def2-TZVPD) results for a cluster of 2 separate species, C4H11N3O2 in total.

XYZ file:
```
20
Properties=species:S:1:pos:R:3:lowdin_charge:R:1
H -0.7650 -2.2884 0.0748 0.1259
H -1.8736 0.7322 2.1534 0.0871
N -1.3603 2.3430 1.1602 -0.0187
C 0.2452 -0.9619 -0.8456 -0.4350
H -1.9489 2.3110 0.3301 0.0795
C 1.4748 -1.7962 -1.0475 -0.0369
H 0.8997 0.6151 -2.1115 0.0901
H 1.6089 0.0180 0.9752 0.0697
H 1.5910 -2.5268 -0.2487 0.0840
H 0.0253 1.1247 -0.4865 0.0972
H 2.3656 -1.1718 -1.0818 0.0883
N 0.7746 -0.4935 1.2514 0.1040
H -0.8991 0.4596 -1.9093 0.0951
O -1.2772 -0.0453 2.1348 0.0623
H 1.3843 -2.3206 -2.0045 0.0974
C -0.1728 0.3910 1.4992 -0.6026
N -0.1483 1.6014 0.9175 -0.0772
H -1.0959 3.3100 1.3082 0.0750
C 0.0826 0.3160 -1.4621 -0.0427
O -0.9109 -1.6175 -0.6071 0.0576
```

Computed properties:
**LUMO level**: 0.772 eV
**Energy above the lowest of the compared OMol25 structures with the same formula, charge and spin**: 356.3 kJ/mol
**Total charge**: 0

No. 10
DFT (ωB97M-V/def2-TZVPD) results for a cluster of 2 separate species, C4H11N3O2 in total in a non-equilibrium geometry.

XYZ file:
```
20
Properties=species:S:1:pos:R:3:lowdin_charge:R:1
C -3.0733 0.1506 0.1708 0.0077
N 1.5676 -0.3327 1.1311 0.1155
H -2.8313 -0.0091 -0.8728 0.0858
H -1.7228 1.4537 2.7385 0.1292
H 2.6564 1.3748 -2.0431 0.0621
H 0.5225 -2.4912 -0.7000 0.0786
H 3.5229 -0.1673 -1.8129 0.0788
C 1.1532 -0.6580 -0.0096 -0.5983
N 0.2267 -1.7130 -0.1329 0.0996
O -2.3687 0.9167 2.2454 0.0743
H -3.1856 -0.7931 0.6934 0.0846
N 1.4807 -0.1082 -1.2644 -0.0146
H 1.2190 -0.7702 -1.9766 0.1050
H -0.0667 -1.9717 0.7924 0.0784
C -2.0424 0.9272 0.9336 -0.5868
H 3.1177 0.9065 -0.4514 0.0649
H 2.0746 0.5440 1.1518 0.0314
H -3.9945 0.7257 0.2837 0.0910
C 2.7977 0.5332 -1.4169 -0.0756
O -1.0539 1.4821 0.5398 0.0883
```

Computed properties:
**LUMO level**: 0.878 eV
**Energy above the lowest of the compared OMol25 structures with the same formula, charge and spin**: 72.7 kJ/mol
**Total charge**: 0
**SMILES**: [H]/N=C(/N)NC.CC(=O)O

No. 11
DFT (ωB97M-V/def2-TZVPD) results for a cluster of 2 separate species, C4H11N3O2 in total in a non-equilibrium geometry.

XYZ file:
```
20
Properties=species:S:1:pos:R:3:lowdin_charge:R:1
O -1.6929 0.5083 -0.5160 0.0043
H 0.1546 -1.5073 2.1996 0.0876
N 0.5264 -1.3804 -0.4741 -0.0376
H -0.7742 -0.2138 -0.6719 0.1907
C -1.5564 1.5717 0.2635 -0.5795
O -0.8540 1.6377 1.2520 0.0388
N 2.6921 -0.9704 0.7119 0.1498
H -2.6213 3.4672 -0.7025 0.0706
H 0.1590 0.1012 1.6016 0.0255
H 1.4792 -0.7987 -2.3405 0.0768
C 1.0642 -1.6546 -1.8054 -0.1459
H 2.9117 -1.3844 1.6275 0.1129
N 0.6391 -0.7676 1.7192 0.0841
H 1.6678 -2.5665 -1.6775 0.0748
H -2.4547 3.3864 0.8855 0.0828
H -3.5613 2.2040 -0.1607 0.0784
C -2.6109 2.6840 0.0552 -0.0012
H 0.2246 -2.0725 -2.4140 0.0780
C 1.3295 -1.1479 0.5583 -0.4857
H 3.2775 -1.0964 -0.1117 0.0948
```

Computed properties:
**LUMO level**: 0.725 eV
**Energy above the lowest of the compared OMol25 structures with the same formula, charge and spin**: 207.5 kJ/mol
**Total charge**: 0
**SMILES**: CN=C(N)N.CC(=O)O

No. 12
DFT (ωB97M-V/def2-TZVPD) results for a structure of composition C4H11N3O5 in a non-equilibrium geometry.

XYZ file:
```
23
Properties=species:S:1:pos:R:3:lowdin_charge:R:1
N -0.5503 0.1741 -2.3359 -0.3254
H -1.5477 -1.4989 0.6123 0.1220
O -0.6773 1.0667 -3.0990 0.0895
C 2.2216 1.3098 0.2711 -0.0462
H -0.6031 -3.6016 1.6872 0.0760
H -0.6300 -1.1689 2.1063 0.1206
H 1.0234 -2.9529 1.4185 0.0776
H -0.8639 1.9824 1.2081 0.1091
N -1.1832 0.6713 -0.7405 0.0421
H -2.4364 1.9749 -1.4796 0.1091
H 2.9427 1.7727 -0.3974 0.0936
C -0.0432 0.5836 0.1652 -0.7021
C -0.0001 -2.9572 1.0534 -0.0595
O -0.3988 1.1522 1.3783 0.0861
O -0.1802 -0.9347 -2.4202 0.1321
H 2.1099 1.9035 1.1820 0.0917
H -0.0038 -3.3401 0.0374 0.0762
N -1.6065 1.9531 -0.8974 0.0470
H -0.8882 2.5917 -1.2443 0.1085
O 0.3449 -0.7136 0.3441 -0.0357
C -0.5579 -1.5460 1.0802 -0.2246
H 2.5292 0.2958 0.5249 0.0939
O 0.9990 1.2820 -0.4547 -0.0816
```

Computed properties:
**LUMO level**: 0.782 eV
**Energy above the lowest of the compared OMol25 structures with the same formula, charge and spin**: 4.1 kJ/mol
**Total charge**: 0

The lowest energy above the lowest of the compared OMol25 structures with the same formula, charge and spin belongs to which entry? C4H11N3O5

energy above the lowest of the compared OMol25 structures with the same formula, charge and spin of number 7 (C4H11N3O2)? 177.4 kJ/mol